{"formula": "C2H7NO2", "method": "ωB97M-V/def2-TZVPD", "homo_energy_ev": [-14.84, -14.83], "total_charge": 1, "multiplicity": 2, "s_squared": 0.755, "gap_ev": [9.95, 5.23], "lumo_energy_ha": [-0.17941, -0.35267], "symbols": ["C", "O", "H", "H", "H", "H", "C", "N", "O", "H", "H", "H"], "positions_angstrom": [[-2.2576, 2.1320, 0.0843], [-1.1731, 1.3083, -0.4212], [-2.7596, 1.6081, 0.8926], [-2.9037, 2.3711, -0.7537], [-1.8266, 3.0394, 0.4913], [-1.5991, 0.5743, -0.8385], [1.0237, -1.3325, 0.4413], [1.0125, -0.4483, -0.5129], [1.9058, -2.1946, 0.5726], [0.1679, -1.3895, 1.1386], [1.7188, -0.5113, -1.2424], [0.5611, 0.4603, -0.5757]]}



{"formula": "C20H12Br3CoN3O2", "method": "ωB97M-V/def2-TZVPD", "homo_energy_ev": [-12.37, -12.37], "total_charge": 1, "gap_ev": [7.55, 7.56], "lumo_energy_ha": [-0.17710, -0.17676], "symbols": ["Co", "Br", "C", "C", "C", "N", "C", "C", "C", "C", "C", "Br", "C", "C", "N", "H", "H", "H", "H", "H", "H", "O", "C", "O", "C", "C", "C", "C", "C", "C", "C", "C", "C", "N", "H", "H", "H", "H", "H", "H", "Br"], "positions_angstrom": [[0.2895, 2.1783, 0.2010], [0.6199, -1.8835, 5.3180], [0.5470, -0.6541, 3.9122], [-0.2593, 0.4739, 4.0087], [-0.3063, 1.3369, 2.9325], [0.3813, 1.1047, 1.8140], [1.2034, 0.0497, 1.7382], [1.3101, -0.8638, 2.7713], [1.9734, 0.0081, 0.4795], [2.9394, -0.9284, 0.1743], [3.6423, -0.7894, -1.0175], [4.9649, -2.0315, -1.4628], [3.3752, 0.2819, -1.8572], [2.3976, 1.1849, -1.4856], [1.7030, 1.0317, -0.3560], [-0.8389, 0.6765, 4.8969], [-0.9099, 2.2356, 2.9531], [1.9754, -1.7105, 2.7084], [3.1660, -1.7402, 0.8482], [3.9149, 0.4212, -2.7812], [2.1665, 2.0465, -2.0961], [0.2655, 2.8761, -3.4654], [-0.1354, 2.5609, -2.3753], [0.0673, 3.2253, -1.2636], [-0.9174, 1.2754, -2.1493], [-1.4229, 0.5655, -3.2452], [-2.1030, -0.5926, -3.0027], [-2.2907, -1.0186, -1.6696], [-3.0157, -2.1951, -1.3647], [-3.2087, -2.5791, -0.0703], [-2.6925, -1.7849, 0.9755], [-1.9872, -0.6448, 0.7110], [-1.7540, -0.2374, -0.6192], [-1.0518, 0.9052, -0.8915], [-1.2405, 0.9561, -4.2356], [-2.5061, -1.1882, -3.8116], [-3.4215, -2.7752, -2.1825], [-3.7686, -3.4744, 0.1588], [-2.8694, -2.0755, 2.0025], [-1.6364, -0.0287, 1.5266], [1.4334, 3.8014, 1.2722]]}



{"formula": "C3H3Cl", "method": "ωB97M-V/def2-TZVPD", "homo_energy_ev": -9.05, "gap_ev": 8.59, "lumo_energy_ha": -0.01676, "symbols": ["C", "C", "C", "Cl", "H", "H", "H"], "positions_angstrom": [[0.2758, 0.1298, 1.2315], [-0.5510, 0.5324, -0.7515], [0.0541, -0.5831, -0.0226], [0.6084, 1.2406, -1.7860], [-0.2937, 1.1201, 1.0210], [0.7600, -1.3991, -0.4868], [-0.8536, -1.0408, 0.7944]]}



{"formula": "C20H22FN2O7P2Ti", "method": "ωB97M-V/def2-TZVPD", "homo_energy_ev": -11.51, "total_charge": 1, "gap_ev": 7.39, "lumo_energy_ha": -0.15135, "symbols": ["Ti", "C", "N", "C", "C", "C", "C", "C", "N", "C", "C", "C", "C", "C", "C", "H", "H", "H", "H", "H", "H", "H", "H", "H", "H", "H", "C", "C", "O", "P", "O", "O", "O", "P", "O", "O", "O", "H", "H", "H", "H", "H", "H", "H", "F", "C", "C", "C", "C", "C", "C", "H", "H", "H", "H"], "positions_angstrom": [[0.3454, 0.0251, -0.9393], [2.3661, -1.0920, 1.1669], [1.7076, -1.1547, -0.1459], [1.9473, -2.1708, -0.9584], [1.0695, -2.3739, -2.0202], [1.0436, -3.2259, -3.1260], [-0.1290, -2.9405, -3.8146], [-0.7774, -1.9250, -3.1094], [-0.0833, -1.5827, -2.0119], [1.5299, -1.6271, 2.3029], [1.7062, -1.0706, 3.5626], [0.9631, -1.5205, 4.6437], [0.0202, -2.5251, 4.4680], [-0.1635, -3.0818, 3.2082], [0.5922, -2.6367, 2.1303], [2.6143, -0.0554, 1.3769], [3.3076, -1.6387, 1.0932], [2.7883, -2.8328, -0.7797], [1.7962, -3.9584, -3.3802], [-0.4885, -3.4128, -4.7159], [-1.7076, -1.4378, -3.3582], [2.4304, -0.2721, 3.7036], [1.1121, -1.0769, 5.6209], [-0.5699, -2.8719, 5.3066], [-0.9002, -3.8633, 3.0588], [0.4078, -3.0666, 1.1512], [-0.5614, 4.5984, -2.3863], [0.3925, 3.4230, -2.2141], [1.7152, 3.7176, -2.6821], [0.7187, 3.0717, -0.4535], [-0.5688, 3.3177, 0.4013], [1.7098, 4.1686, 0.0653], [1.2130, 1.6513, -0.2158], [-0.2551, 1.8781, -3.0137], [-1.3705, 1.4283, -1.8898], [-0.8131, 2.0932, -4.3442], [0.7992, 0.8184, -2.6991], [-0.1235, 5.5072, -1.9708], [-1.5222, 4.4083, -1.9058], [-0.7436, 4.7478, -3.4508], [1.7392, 3.7189, -3.6479], [-0.7010, 4.2202, 0.7273], [2.5068, 4.2956, -0.4771], [-2.2741, 1.5248, -2.2230], [-3.8945, -0.8385, 3.4063], [-3.0005, -0.6320, 2.4340], [-1.8635, 0.0943, 2.7226], [-0.9439, 0.3025, 1.7076], [-1.1390, -0.2269, 0.4279], [-2.3095, -0.9514, 0.1835], [-3.2480, -1.1589, 1.1786], [-1.7078, 0.4766, 3.7236], [-0.0476, 0.8616, 1.9466], [-2.4867, -1.3945, -0.7861], [-4.1487, -1.7326, 1.0015]]}



{"formula": "C35H25BrGeN2OReS4Sb", "method": "ωB97M-V/def2-TZVPD", "homo_energy_ev": [-7.90, -7.90], "gap_ev": [5.61, 5.61], "lumo_energy_ha": [-0.08417, -0.08406], "symbols": ["Re", "Br", "C", "C", "C", "C", "O", "C", "C", "N", "C", "C", "C", "C", "C", "C", "C", "C", "N", "C", "C", "H", "H", "H", "H", "H", "H", "H", "H", "H", "H", "S", "Sb", "S", "S", "S", "C", "Ge", "C", "C", "C", "C", "C", "C", "C", "C", "C", "C", "C", "C", "C", "C", "C", "C", "C", "C", "H", "H", "H", "H", "H", "H", "H", "H", "H", "H", "H", "H", "H", "H", "H"], "positions_angstrom": [[1.3250, -0.5584, -1.1560], [-2.6134, -3.8281, 3.9611], [-1.3442, -3.3609, 2.6417], [0.0209, -3.5059, 2.9171], [0.9625, -3.1631, 1.9791], [0.5711, -2.6193, 0.7426], [1.4868, -2.2844, -0.1387], [-0.8129, -2.5068, 0.4607], [-1.2241, -2.2366, -0.8943], [-0.5025, -1.5717, -1.7299], [-0.7040, -1.7535, -3.1246], [-1.9117, -1.7490, -3.7640], [-1.9645, -2.0797, -5.1324], [-0.8332, -2.4398, -5.8131], [0.4234, -2.4433, -5.1673], [1.6415, -2.8451, -5.7782], [2.7922, -2.8060, -5.0566], [2.7643, -2.3113, -3.7288], [1.6612, -1.9480, -3.1311], [0.4896, -2.0464, -3.8253], [-1.7590, -2.9033, 1.4181], [0.3310, -3.8929, 3.8787], [2.0193, -3.2697, 2.1788], [-2.1245, -2.7273, -1.2625], [-2.8182, -1.4951, -3.2295], [-2.9185, -2.0602, -5.6403], [-0.8861, -2.7191, -6.8574], [1.6368, -3.1702, -6.8106], [3.7433, -3.0830, -5.4854], [3.6796, -2.1973, -3.1613], [-2.8136, -2.8302, 1.1875], [4.2527, 0.2975, -4.8357], [3.5069, 1.2489, -2.9587], [1.0041, 1.1195, -2.7203], [3.6387, -0.1591, -0.9733], [3.8745, 3.3594, -2.3427], [0.6190, 0.3776, 0.0938], [-0.1187, 1.5619, 1.4741], [-1.9476, 0.9720, 1.7894], [-2.5198, 1.1065, 3.0515], [-3.8274, 0.7060, 3.2825], [-4.5812, 0.1715, 2.2498], [-4.0273, 0.0445, 0.9840], [-2.7175, 0.4401, 0.7604], [0.9918, 1.3024, 3.0470], [0.9350, 0.0939, 3.7374], [1.7188, -0.1160, 4.8600], [2.5668, 0.8876, 5.3067], [2.6266, 2.0961, 4.6310], [1.8409, 2.3029, 3.5059], [-0.0366, 3.3548, 0.7360], [1.1500, 3.8440, 0.1935], [1.2024, 5.1217, -0.3393], [0.0709, 5.9236, -0.3271], [-1.1173, 5.4437, 0.2040], [-1.1725, 4.1605, 0.7269], [-1.9364, 1.5104, 3.8716], [-4.2576, 0.8088, 4.2700], [-5.6012, -0.1419, 2.4296], [-4.6198, -0.3587, 0.1720], [-2.2944, 0.3501, -0.2351], [0.2665, -0.6925, 3.4009], [1.6666, -1.0590, 5.3898], [3.1806, 0.7268, 6.1835], [3.2868, 2.8796, 4.9782], [1.8966, 3.2507, 2.9831], [2.0377, 3.2219, 0.1430], [2.1232, 5.4762, -0.7831], [0.1119, 6.9207, -0.7464], [-2.0037, 6.0650, 0.2013], [-2.1087, 3.7861, 1.1267]]}



no.,electronic energy (eV)
1,-7762.5443
2,-277250.6470
3,-15674.4107
4,-82821.5818
5,-220296.8827